# 1
Computed, not measured: an isolated molecule of C4H8O2, with ωB97M-V with the def2-TZVPD basis set.

Summary:
Spin multiplicity: 1
Structure (SMILES): C1COCOC1
Frontier orbital gap, eV: 10.741

CARTESIAN COORDINATES (ANGSTROEM)
C  -0.91  0.90  0.29
C  -1.10  -0.62  0.24
O  0.22  -1.28  0.71
C  1.15  -1.13  -0.29
O  0.92  0.08  -1.02
C  0.53  1.15  -0.16
H  -1.07  1.28  1.29
H  -1.62  1.38  -0.39
H  -1.76  -1.01  1.00
H  -1.43  -0.97  -0.74
H  2.16  -1.11  0.16
H  1.08  -1.92  -1.06
H  0.63  2.06  -0.74
H  1.20  1.20  0.71

***

# 2
Computed, not measured: a structure of composition C26H55ClN2O3P2Sc, with ωB97M-V with the def2-TZVPD basis set.

Summary:
Net charge: -1
Spin multiplicity: 1
Frontier orbital gap, eV: 5.390

CARTESIAN COORDINATES (ANGSTROEM)
Sc  0.41  0.25  -1.48
P  -0.06  -2.56  -1.40
C  1.02  -3.04  -2.81
C  0.31  -3.49  0.07
C  -1.83  -2.54  -2.04
C  2.41  -2.39  -2.97
H  0.40  -2.74  -3.67
C  1.13  -4.57  -2.72
H  1.93  -4.85  -2.02
H  1.42  -4.90  -3.72
H  0.18  -5.05  -2.46
H  2.35  -1.44  -3.51
H  3.02  -3.09  -3.56
H  2.92  -2.22  -2.01
H  -1.70  -1.91  -2.94
C  -2.90  -1.89  -1.16
C  -2.16  -3.98  -2.30
H  -1.70  -4.31  -3.22
H  -3.24  -3.97  -2.41
H  -1.91  -4.62  -1.44
H  -2.50  -1.15  -0.51
H  -3.38  -2.60  -0.45
H  -3.56  -1.27  -1.80
C  1.79  -3.39  0.57
H  0.22  -4.50  -0.41
C  -0.76  -3.39  1.15
H  2.55  -3.66  -0.20
H  1.90  -3.86  1.58
H  2.22  -2.44  0.80
H  -1.13  -2.41  1.36
H  -0.35  -3.81  2.10
H  -1.74  -3.83  0.90
Cl  0.90  0.79  1.40
H  2.26  -0.06  -1.81
H  -1.40  0.39  -1.41
P  0.74  2.79  -1.32
C  -0.53  3.36  -2.51
C  0.63  3.59  0.30
C  2.37  2.76  -2.16
C  -1.92  2.69  -2.48
H  -0.03  3.11  -3.46
C  -0.62  4.87  -2.28
H  -1.28  5.08  -1.43
H  -1.06  5.26  -3.18
H  0.36  5.34  -2.13
H  -1.94  1.75  -3.03
H  -2.60  3.39  -2.99
H  -2.31  2.52  -1.46
H  2.13  2.25  -3.11
C  3.51  1.97  -1.46
C  2.72  4.22  -2.40
H  2.11  4.65  -3.19
H  3.76  4.23  -2.71
H  2.64  4.82  -1.47
H  3.19  1.25  -0.69
H  4.21  2.68  -0.99
H  4.03  1.41  -2.24
C  -0.74  3.33  0.95
H  0.68  4.61  -0.12
C  1.82  3.33  1.21
H  -1.53  3.93  0.49
H  -0.66  3.63  1.99
H  -1.06  2.28  0.94
H  1.91  2.26  1.47
H  1.60  3.85  2.13
H  2.76  3.67  0.78
C  -2.52  -1.36  5.10
C  -2.60  -0.65  3.77
C  -1.29  -0.34  3.01
C  -0.47  0.72  3.89
C  -0.55  2.20  4.25
C  -0.19  -1.48  3.27
O  0.00  -1.90  4.43
N  0.71  -1.77  2.21
C  0.51  -0.86  0.63
O  1.43  -1.35  -0.21
N  -0.96  -0.77  0.48
C  -1.61  -0.25  1.45
O  -2.58  0.64  1.08
H  -2.23  -2.41  4.97
H  -3.50  -1.37  5.61
H  -1.81  -0.91  5.80
H  -3.33  -1.19  3.16
H  -3.09  0.32  3.93
H  -0.42  0.18  4.84
H  0.57  0.65  3.52
H  -1.53  2.50  4.61
H  0.12  2.28  5.14
H  -0.14  2.88  3.51
H  1.58  -2.14  2.66

***

# 3
Computed, not measured: a cluster of 2 separate species, C3H6OS2 in total, with ωB97M-V with the def2-TZVPD basis set.

Summary:
Spin multiplicity: 1
Frontier orbital gap, eV: 5.280

CARTESIAN COORDINATES (ANGSTROEM)
C  0.99  -0.08  -1.05
C  0.23  0.16  -2.32
O  0.29  -0.55  -3.29
C  0.33  0.59  0.22
S  1.22  -0.13  1.52
S  -2.12  0.09  1.45
H  1.32  -1.11  -0.92
H  1.91  0.47  -1.17
H  -0.30  1.13  -2.40
H  0.55  1.64  0.36
H  -0.81  0.46  -0.02
H  -1.05  -0.54  1.94

***

# 4
Computed, not measured: a cluster of 2 separate species, C8H18NO2 in total, with ωB97M-V with the def2-TZVPD basis set.

Summary:
Net charge: +1
Spin multiplicity: 1
Frontier orbital gap, eV: 9.962

CARTESIAN COORDINATES (ANGSTROEM)
C  -0.53  0.56  -0.16
C  2.12  -2.51  0.49
C  -3.20  -0.93  -0.63
C  0.80  1.80  -1.54
C  1.34  2.09  0.72
C  1.19  -1.28  0.73
C  1.64  -0.21  -0.33
C  -3.61  -0.55  0.76
N  0.82  1.06  -0.32
O  -1.15  1.36  0.65
O  -3.22  0.45  1.32
H  2.46  -2.53  -0.54
H  3.00  -2.34  1.13
H  1.72  -3.47  0.69
H  -2.82  -1.97  -0.75
H  -4.17  -0.93  -1.18
H  -2.37  -0.30  -1.10
H  0.35  1.35  -2.31
H  0.26  2.78  -1.52
H  1.84  2.11  -1.97
H  0.83  2.96  0.94
H  1.30  1.45  1.58
H  2.42  2.33  0.44
H  1.27  -0.90  1.73
H  0.08  -1.41  0.56
H  2.79  -0.09  -0.38
H  1.38  -0.75  -1.20
H  -4.48  -1.18  1.17
H  -2.07  1.04  1.03

***

Largest force on an atom (eV Å⁻¹)
2.8 8.1 3.4 5.4
Relative energy (zero: lowest compared OMol25 entry of this formula, charge and spin) (kcal per mole)
40.2 329.8 122.3 79.1
Highest occupied orbital energy (eV)
-9.66 -3.22 -9.00 -13.27